Computed, not measured: a structure of composition C47H108F18N5O8P4S2, with wB97M-V/def2-TZVPD.

The geometry in XYZ format:
```
192
C47H108F18N5O8P4S2 (wB97M-V/def2-TZVPD)
C 2.9407 -1.0444 -1.8866
F 2.3795 -1.6961 -2.9073
F 3.7864 -1.8962 -1.4027
F 3.6949 0.0299 -2.3254
S 1.5258 -0.3752 -0.7195
O 1.8900 0.9175 -0.1614
O 0.3625 -0.3578 -1.5489
N 1.4831 -1.6601 0.4546
S 1.0231 -0.9349 1.7965
O -0.1572 -0.0396 1.7902
O 0.8511 -2.0456 2.7739
C 2.5162 0.1399 2.5808
F 2.4131 1.3465 2.2069
F 2.3891 0.1309 3.8511
F 3.5997 -0.3806 2.1898
C -6.5023 -1.8039 5.9941
C -5.9737 -0.5346 5.2216
C -5.6366 -0.9124 3.7478
C -4.5781 0.1050 3.2136
P -3.9597 -0.3824 1.5384
C -3.0492 1.1245 1.0804
C -2.4831 1.0673 -0.3590
C -1.3707 2.0417 -0.7765
C -1.8869 3.4605 -0.7880
C -2.6204 -1.7826 1.6661
C -3.1090 -3.2421 1.8826
C -2.1400 -4.3434 2.5249
C -2.9013 -5.5982 2.8444
C -5.2862 -0.6165 0.2485
C -4.8946 -1.4816 -1.0385
C -6.0596 -2.3174 -1.6369
C -7.0884 -1.3157 -2.3644
H -6.9006 -1.4330 6.9385
H -5.6749 -2.4827 6.2013
H -7.3079 -2.3792 5.5378
H -5.0683 -0.2699 5.7677
H -6.4695 0.4025 5.4747
H -6.5921 -1.1323 3.2717
H -5.1273 -1.8761 3.7433
H -3.7078 -0.0431 3.8530
H -4.8683 1.1541 3.2700
H -2.1859 1.2234 1.7384
H -3.7621 1.9110 1.3281
H -3.2552 1.2601 -1.1038
H -2.1380 0.0907 -0.6985
H -0.7534 1.7312 -1.6195
H -0.6227 2.0970 0.0145
H -2.5808 3.6962 -1.5949
H -1.0362 4.1295 -0.9178
H -2.2597 3.6768 0.2131
H -2.1412 -1.5782 2.6235
H -1.8054 -1.6501 0.9545
H -3.5644 -3.5317 0.9356
H -3.9421 -3.1645 2.5812
H -1.7517 -3.9522 3.4653
H -1.3652 -4.6054 1.8043
H -3.3983 -6.0121 1.9670
H -3.6656 -5.4448 3.6064
H -2.2756 -6.4056 3.2248
H -5.7086 0.3547 -0.0091
H -6.0168 -1.1358 0.8686
H -4.1650 -2.2030 -0.6706
H -4.3344 -0.8394 -1.7182
H -6.5983 -2.8997 -0.8894
H -5.6756 -3.0283 -2.3685
H -7.7496 -1.8178 -3.0707
H -6.7199 -0.4406 -2.8998
H -7.7797 -0.9015 -1.6306
C 0.2208 3.0975 -10.9733
C -0.0968 3.9149 -9.7173
C 0.7386 3.6380 -8.4268
C 1.0405 2.1914 -8.1857
P -0.1263 1.5602 -6.8999
C 0.3566 -0.1492 -6.5074
C -0.7708 -1.0618 -6.0046
C -0.8791 -0.9016 -4.4981
C -2.0421 -1.6946 -3.8058
C -0.1913 2.6002 -5.3359
C 1.1514 2.7147 -4.5536
C 0.9923 3.7271 -3.4735
C 2.3574 3.9487 -2.8052
C -1.8453 1.5243 -7.6760
C -1.9720 0.7195 -8.9595
C -3.1357 1.0928 -9.9145
C -3.1727 0.2430 -11.2684
H -0.1350 2.0814 -10.8031
H 1.2980 3.0724 -11.1383
H -0.2356 3.5946 -11.8292
H -1.1682 3.8811 -9.5196
H 0.1033 4.9302 -10.0598
H 0.3856 4.2882 -7.6264
H 1.7103 4.0933 -8.6186
H 2.0265 2.0751 -7.7361
H 1.1085 1.6004 -9.0991
H 1.2108 -0.1146 -5.8312
H 0.6596 -0.6102 -7.4475
H -0.5668 -2.0484 -6.4205
H -1.7166 -0.6850 -6.3940
H -1.0434 0.1516 -4.2702
H 0.0464 -1.1327 -3.9706
H -1.6453 -1.7658 -2.7931
H -2.1030 -2.7067 -4.2058
H -2.9844 -1.1510 -3.7378
H -1.0673 2.3817 -4.7252
H -0.5368 3.5866 -5.6452
H 1.9702 3.0847 -5.1706
H 1.5484 1.8413 -4.0362
H 0.2900 3.5111 -2.6683
H 0.8172 4.6470 -4.0314
H 2.4776 3.3107 -1.9296
H 2.2686 4.9338 -2.3471
H 3.1722 3.8952 -3.5273
H -2.1535 2.5436 -7.9088
H -2.5074 1.2164 -6.8667
H -2.1276 -0.3462 -8.7920
H -0.9781 0.8412 -9.3903
H -3.0062 2.1457 -10.1651
H -4.1020 1.0163 -9.4160
H -4.0524 0.4828 -11.8656
H -3.0973 -0.8417 -11.1921
H -2.2828 0.4858 -11.8492
C 8.2182 0.0573 4.2768
C 9.0397 0.6803 2.9964
C 8.6846 0.0940 1.6377
O 7.3692 -0.2416 1.4501
C 6.9562 -1.0377 0.3271
N 8.7434 2.1599 2.9670
H 9.4215 2.9075 2.9305
H 8.1066 2.3618 2.2096
H 8.3051 2.4079 3.8424
H 8.6086 -0.9147 4.5782
H 7.2055 -0.1877 3.9567
H 8.2149 0.6935 5.1619
H 10.1104 0.6033 3.1856
H 9.2671 -0.8047 1.4346
H 8.9584 0.6233 0.7250
H 7.4636 -0.8995 -0.6276
H 5.9149 -0.7551 0.1729
H 6.8736 -2.0774 0.6438
C -1.6241 0.2933 9.4052
C -1.8170 -0.3529 7.9931
O -2.8170 -0.8310 7.4770
N -0.5902 -0.1711 7.1151
H -0.6213 0.6921 6.5916
H 0.1004 -0.0088 7.8339
C -0.1941 -1.3705 6.2380
H -0.7454 0.9373 9.4420
H -1.6477 -0.5558 10.0882
H -2.5415 0.8633 9.5523
H -0.1415 -2.2156 6.9244
H 0.7329 -0.9664 5.8312
H -1.0247 -1.5383 5.5525
C 0.9126 -4.4251 -1.4898
C 1.0374 -5.1741 -0.1902
O 0.7489 -6.3497 -0.1078
N 1.7145 -4.2707 0.8531
H 1.3470 -3.3433 0.6950
H 1.3398 -4.6204 1.7234
C 3.2280 -4.4149 0.7762
H 0.2817 -5.0940 -2.0752
H 1.9214 -4.2899 -1.8800
H 0.4417 -3.4486 -1.6030
H 3.5411 -3.9543 -0.1608
H 3.5905 -5.4421 0.8155
H 3.6195 -3.7220 1.5210
C 3.8453 3.0422 5.1998
C 3.6453 4.3998 5.7299
O 3.4905 5.3905 5.0625
N 3.7062 4.4658 7.2269
H 3.5784 3.5194 7.5556
H 4.6501 4.7366 7.4629
C 2.5494 5.2104 7.8647
H 2.8858 2.5486 5.0452
H 4.6134 2.4271 5.6685
H 4.2519 3.2048 4.2016
H 2.7808 6.2647 7.7132
H 2.7768 5.1146 8.9264
H 1.6468 4.8188 7.3956
P -0.7493 2.6383 4.7482
F -1.9571 3.2686 3.7756
F -1.4244 1.2287 4.3615
F 0.2946 2.6378 3.4708
F 0.4077 1.8383 5.5866
F -0.1795 4.0808 5.1610
F -1.7533 2.4998 6.0159
P 2.0577 -5.5332 4.7509
F 2.3261 -7.1146 4.8359
F 1.1676 -5.6081 3.3304
F 0.6546 -5.7970 5.4391
F 1.8128 -3.9029 4.7171
F 2.8482 -5.4695 6.1850
F 3.4196 -5.3639 3.9284
```

Charge   +4
Lowest unoccupied orbital energy (spin up / spin down)   -0.3111 / -0.5115 hartree
2S+1   2
<S²>   0.77
HOMO energy (spin up / spin down)   -17.24 / -17.23 eV

Results of the Löwdin charge analysis, in e, for atoms 1 through 99: number 1, C, carries -0.601; number 2, F, carries 0.142; number 3, F, carries 0.167; number 4, F, carries 0.114; number 5, S, carries 0.703; number 6, O, carries -0.262; number 7, O, carries -0.252; number 8, N, carries -0.241; number 9, S, carries 0.718; number 10, O, carries -0.152; number 11, O, carries -0.127; number 12, C, carries -0.783; number 13, F, carries 0.202; number 14, F, carries 0.217; number 15, F, carries 0.234; number 16, C, carries -0.087; number 17, C, carries -0.238; number 18, C, carries -0.231; number 19, C, carries -0.236; number 20, P, carries 1.095; number 21, C, carries -0.265; number 22, C, carries -0.239; number 23, C, carries -0.278; number 24, C, carries -0.090; number 25, C, carries -0.227; number 26, C, carries -0.211; number 27, C, carries -0.231; number 28, C, carries -0.104; number 29, C, carries -0.212; number 30, C, carries -0.227; number 31, C, carries -0.196; number 32, C, carries -0.086; number 33, H, carries 0.073; number 34, H, carries 0.068; number 35, H, carries 0.074; number 36, H, carries 0.076; number 37, H, carries 0.113; number 38, H, carries 0.115; number 39, H, carries 0.084; number 40, H, carries 0.080; number 41, H, carries 0.111; number 42, H, carries 0.068; number 43, H, carries 0.103; number 44, H, carries 0.108; number 45, H, carries 0.079; number 46, H, carries 0.077; number 47, H, carries 0.093; number 48, H, carries 0.086; number 49, H, carries 0.068; number 50, H, carries 0.084; number 51, H, carries 0.063; number 52, H, carries 0.061; number 53, H, carries 0.095; number 54, H, carries 0.085; number 55, H, carries 0.105; number 56, H, carries 0.086; number 57, H, carries 0.084; number 58, H, carries 0.083; number 59, H, carries 0.088; number 60, H, carries 0.104; number 61, H, carries 0.077; number 62, H, carries 0.070; number 63, H, carries 0.078; number 64, H, carries 0.107; number 65, H, carries 0.099; number 66, H, carries 0.068; number 67, H, carries 0.065; number 68, H, carries 0.063; number 69, C, carries -0.089; number 70, C, carries -0.239; number 71, C, carries -0.246; number 72, C, carries -0.263; number 73, P, carries 1.086; number 74, C, carries -0.266; number 75, C, carries -0.226; number 76, C, carries -0.257; number 77, C, carries -0.066; number 78, C, carries -0.229; number 79, C, carries -0.255; number 80, C, carries -0.274; number 81, C, carries -0.086; number 82, C, carries -0.253; number 83, C, carries -0.255; number 84, C, carries -0.210; number 85, C, carries -0.070; number 86, H, carries 0.043; number 87, H, carries 0.087; number 88, H, carries 0.092; number 89, H, carries 0.088; number 90, H, carries 0.112; number 91, H, carries 0.105; number 92, H, carries 0.117; number 93, H, carries 0.098; number 94, H, carries 0.099; number 95, H, carries 0.093; number 96, H, carries 0.103; number 97, H, carries 0.128; number 98, H, carries 0.090; number 99, H, carries 0.087